{
  "formula": "C4H6O",
  "method": "the ωB97M-V functional and the def2-TZVPD basis",
  "species": ["C", "C", "C", "C", "O", "H", "H", "H", "H", "H", "H"],
  "xyz": [[-2.017, 0.863, -0.107], [-0.754, 0.569, 0.075], [-1.585, -0.615, 0.209], [2.138, -0.018, -0.136], [1.333, 1.053, 0.169], [-2.758, 1.620, -0.295], [-1.691, -1.130, 1.141], [-1.707, -1.329, -0.650], [1.549, -0.897, 0.319], [3.157, 0.286, 0.397], [2.334, -0.402, -1.123]],
  "mulliken_charge": [-0.359, 0.083, -0.537, -0.424, -0.216, 0.348, 0.213, 0.156, 0.229, 0.207, 0.300],
  "relative_energy_kj_mol": 390.2,
  "spin_multiplicity": 3,
  "lumo_ev": [0.98, -1.95],
  "s_squared": 2.012,
  "energy_ha": -230.9312,
  "orbital_gap_ev": [8.69, 6.93],
  "total_charge": 0
}